Model a:
The following is a DFT calculation (ωB97M-V with the def2-TZVPD basis set) of C17H24N2O3 in the gas phase.

## Properties
SMILES: O=C(CNC(=O)OCc1ccccc1)NC1CCCCCC1

Structure (ORCA input):
```
! RIJCOSX wB97M-V def2-TZVPD def2/J DEFGRID3
* xyz 0 1
O -1.27 0.30 1.79
C -1.00 0.35 0.60
C 0.33 0.91 0.10
N 1.26 1.03 1.19
C 2.43 0.35 1.17
O 2.92 -0.15 0.19
O 3.00 0.36 2.40
C 4.31 -0.20 2.46
C 5.35 0.67 1.81
C 6.38 0.12 1.06
C 7.33 0.94 0.48
C 7.25 2.31 0.62
C 6.22 2.87 1.36
C 5.28 2.05 1.95
N -1.84 -0.05 -0.38
C -3.16 -0.61 -0.13
C -3.23 -2.02 -0.71
C -3.61 -2.11 -2.19
C -5.12 -2.17 -2.42
C -5.84 -0.84 -2.19
C -5.61 -0.22 -0.82
C -4.21 0.37 -0.66
H 0.78 0.26 -0.66
H 0.15 1.89 -0.35
H 0.83 1.19 2.10
H 4.51 -0.31 3.53
H 4.31 -1.19 1.98
H 6.43 -0.95 0.94
H 8.13 0.50 -0.10
H 7.99 2.95 0.15
H 6.16 3.94 1.47
H 4.47 2.48 2.52
H -1.53 0.01 -1.34
H -3.24 -0.67 0.96
H -3.96 -2.60 -0.14
H -2.26 -2.49 -0.55
H -3.18 -1.28 -2.75
H -3.18 -3.03 -2.60
H -5.31 -2.49 -3.44
H -5.54 -2.93 -1.75
H -5.53 -0.13 -2.96
H -6.91 -1.02 -2.33
H -6.34 0.59 -0.69
H -5.80 -0.95 -0.04
H -4.24 1.22 0.03
H -3.88 0.76 -1.63
*
```


Model b:
The following is a DFT calculation (ωB97M-V with the def2-TZVPD basis set) of C17H24N2O3 in the gas phase.

## Properties
SMILES: CCCCN(CCCC)C(=O)/C=C/c1cccc([N+](=O)[O-])c1

Structure (ORCA input):
```
! RIJCOSX wB97M-V def2-TZVPD def2/J DEFGRID3
* xyz 0 1
C 2.06 -0.64 -3.08
C 2.36 -1.76 -2.09
C 1.17 -2.67 -1.80
C 0.11 -2.09 -0.85
N -0.66 -0.99 -1.40
C -1.67 -1.32 -2.38
C -2.90 -2.02 -1.79
C -3.56 -1.20 -0.68
C -4.85 -1.86 -0.20
C -0.60 0.29 -0.95
O -1.37 1.15 -1.35
C 0.46 0.64 0.03
C 0.25 1.61 0.92
C 1.19 2.11 1.90
C 2.55 1.78 1.91
C 3.41 2.28 2.86
C 2.95 3.14 3.84
C 1.60 3.48 3.85
N 1.10 4.37 4.87
O -0.08 4.63 4.86
O 1.90 4.81 5.67
C 0.73 2.98 2.89
H 1.30 0.03 -2.71
H 2.96 -0.06 -3.28
H 1.71 -1.06 -4.02
H 3.16 -2.38 -2.50
H 2.74 -1.34 -1.15
H 1.53 -3.59 -1.34
H 0.70 -2.95 -2.75
H -0.60 -2.90 -0.61
H 0.58 -1.78 0.08
H -1.98 -0.37 -2.83
H -1.22 -1.94 -3.15
H -2.63 -3.00 -1.41
H -3.61 -2.16 -2.61
H -3.77 -0.20 -1.05
H -2.87 -1.10 0.16
H -4.65 -2.86 0.18
H -5.57 -1.94 -1.01
H -5.30 -1.27 0.60
H 1.42 0.14 -0.05
H -0.73 2.07 0.93
H 2.94 1.12 1.14
H 4.46 2.01 2.84
H 3.60 3.54 4.60
H -0.31 3.28 2.93
*
```


Which structure is the most stable? The one labeled model a.


Model a:
The following is a DFT calculation (ωB97M-V with the def2-TZVPD basis set) of 2 unconnected molecules or ions with the total composition C4H10O2S.

## Properties
SMILES: CC(=O)O.CSC

Structure (ORCA input):
```
! RIJCOSX wB97M-V def2-TZVPD def2/J DEFGRID3
* xyz 0 1
C 1.63 -1.36 -0.01
C 0.83 -1.84 -1.19
O 0.50 -2.97 -1.40
O 0.50 -0.84 -2.04
H 1.88 -0.31 -0.14
H 2.56 -1.92 0.03
H 1.02 -1.49 0.88
H -0.03 -1.24 -2.74
C -1.95 0.42 0.37
S -1.79 1.85 1.46
C -0.07 2.26 1.15
H -1.26 -0.41 0.54
H -1.79 0.72 -0.67
H -2.95 0.00 0.46
H 0.19 3.13 1.75
H 0.63 1.49 1.46
H 0.10 2.50 0.10
*
```


Model b:
The following is a DFT calculation (ωB97M-V with the def2-TZVPD basis set) of 2 unconnected molecules or ions with the total composition C4H10O2S.

## Properties
SMILES: O=CCCCS.O

Structure (ORCA input):
```
! RIJCOSX wB97M-V def2-TZVPD def2/J DEFGRID3
* xyz 0 1
O 2.04 -2.15 1.09
C 2.23 -1.06 0.63
C 1.35 0.12 0.97
C -0.05 0.06 0.41
C -0.90 1.18 0.98
S -2.55 1.43 0.17
H 3.06 -0.87 -0.08
H 1.86 1.02 0.61
H 1.26 0.14 2.06
H 0.06 0.33 -0.65
H -0.55 -0.89 0.61
H -0.42 2.16 0.96
H -1.03 1.03 2.05
H -2.79 0.10 0.08
O 0.90 -1.12 -3.60
H 1.07 -0.93 -2.67
H 0.09 -0.67 -3.89
*
```


Which structure is the most stable? The one labeled model a.


Model a:
The following is a DFT calculation (ωB97M-V with the def2-TZVPD basis set) of 2 unconnected molecules or ions with the total composition C4H10O3.

## Properties
SMILES: O=CCCCO.O

Structure (ORCA input):
```
! RIJCOSX wB97M-V def2-TZVPD def2/J DEFGRID3
* xyz 0 1
O -0.77 -2.43 -0.84
C -1.28 -1.40 -1.19
C -1.48 -0.14 -0.43
C -0.78 -0.08 0.94
C 0.09 1.18 0.96
O 0.74 1.34 2.23
H -1.65 -1.34 -2.24
H -2.58 -0.15 -0.34
H -1.41 0.72 -1.11
H -1.56 -0.02 1.69
H -0.15 -0.93 1.02
H 0.88 1.05 0.22
H -0.52 2.07 0.93
H 1.00 0.55 2.63
O 3.31 0.08 -1.35
H 2.78 0.32 -2.10
H 3.38 -0.81 -1.02
*
```


Model b:
The following is a DFT calculation (ωB97M-V with the def2-TZVPD basis set) of 3 unconnected molecules or ions with the total composition C4H10O3.

## Properties
SMILES: C=CC(=C)O.O.O

Structure (ORCA input):
```
! RIJCOSX wB97M-V def2-TZVPD def2/J DEFGRID3
* xyz 0 1
C 0.80 -1.53 -1.17
C 1.23 -0.37 -1.67
C 0.75 0.96 -1.23
C 1.08 2.06 -1.90
O 0.26 1.05 0.05
H 0.40 -1.58 -0.17
H 0.75 -2.45 -1.73
H 1.83 -0.32 -2.58
H 0.69 3.03 -1.67
H 1.56 1.93 -2.86
H 0.49 0.23 0.51
O 1.17 -1.39 2.33
H 0.89 -0.97 3.16
H 0.37 -1.89 2.10
O -4.24 0.16 1.98
H -4.32 0.11 2.94
H -3.72 0.98 1.93
*
```


Model c:
The following is a DFT calculation (ωB97M-V with the def2-TZVPD basis set) of 2 unconnected molecules or ions with the total composition C4H10O3.

## Properties
SMILES: O=CCCCO.O

Structure (ORCA input):
```
! RIJCOSX wB97M-V def2-TZVPD def2/J DEFGRID3
* xyz 0 1
O -0.35 -0.22 3.00
C 0.32 0.71 2.44
C -0.07 1.29 1.15
C -1.35 0.63 0.55
C -1.01 -0.34 -0.60
O -1.80 -0.15 -1.70
H 1.15 1.07 3.02
H -0.01 2.35 1.22
H 0.67 0.85 0.45
H -2.10 1.46 0.47
H -1.76 0.03 1.41
H -0.91 -1.37 -0.12
H -0.05 -0.08 -1.02
H -1.22 0.14 -2.52
O 2.51 -2.08 -2.88
H 2.80 -1.49 -2.18
H 3.19 -2.80 -2.69
*
```


Model d:
The following is a DFT calculation (ωB97M-V with the def2-TZVPD basis set) of 3 unconnected molecules or ions with the total composition C4H10O3.

## Properties
SMILES: C=CC(=C)O.O.O

Structure (ORCA input):
```
! RIJCOSX wB97M-V def2-TZVPD def2/J DEFGRID3
* xyz 0 1
C -1.30 1.79 -1.19
C -0.28 1.27 -0.57
C -0.23 1.27 0.83
C -0.18 2.27 1.65
O 0.15 0.01 1.30
H -2.29 2.13 -0.92
H -1.38 1.73 -2.32
H 0.64 0.76 -1.09
H -0.26 2.31 2.66
H -0.36 3.38 1.17
H -0.12 -0.85 0.81
O -0.19 -4.07 1.35
H 0.19 -4.62 0.71
H -0.35 -4.52 2.14
O 1.88 -1.12 -1.84
H 2.09 -1.52 -2.69
H 1.98 -0.23 -2.00
*
```


Which structure is the most stable? The one labeled model a.


Model a:
The following is a DFT calculation (ωB97M-V with the def2-TZVPD basis set) of 2 unconnected molecules or ions with the total composition C4H10O3.

## Properties
SMILES: C=C(C)O.COO

Structure (ORCA input):
```
! RIJCOSX wB97M-V def2-TZVPD def2/J DEFGRID3
* xyz 0 1
C -2.66 -0.32 -0.50
C -1.56 -0.04 0.19
C -0.77 -1.05 0.96
O -1.16 1.26 0.40
H -3.10 -1.30 -0.49
H -3.31 0.44 -0.90
H -0.53 -0.67 1.95
H -1.32 -1.98 1.05
H 0.13 -1.28 0.39
H -1.74 1.86 -0.08
C 2.06 1.21 -0.62
O 2.64 0.17 0.19
O 2.38 -1.16 -0.29
H 1.04 1.39 -0.28
H 2.12 1.05 -1.70
H 2.67 2.08 -0.35
H 3.11 -1.67 0.08
*
```


Model b:
The following is a DFT calculation (ωB97M-V with the def2-TZVPD basis set) of 3 unconnected molecules or ions with the total composition C4H10O3.

## Properties
SMILES: C=CC(=C)O.O.O

Structure (ORCA input):
```
! RIJCOSX wB97M-V def2-TZVPD def2/J DEFGRID3
* xyz 0 1
C 1.62 -0.32 -0.66
C 0.38 -0.04 -1.04
C -0.41 0.93 -0.24
C -1.34 1.76 -0.74
O -0.19 0.82 1.09
H 2.09 0.28 0.11
H 2.30 -1.01 -1.14
H -0.02 -0.08 -2.05
H -2.13 2.14 -0.09
H -1.39 2.06 -1.78
H -0.52 1.61 1.55
O -0.79 2.87 2.88
H -0.09 3.35 3.34
H -1.53 3.49 2.96
O 0.53 -5.62 -1.24
H 1.36 -5.76 -1.72
H 0.12 -6.49 -1.22
*
```


Which structure is the most stable? The one labeled model b.


Model a:
The following is a DFT calculation (ωB97M-V with the def2-TZVPD basis set) of C4H10O3 in the gas phase.

Structure (ORCA input):
```
! RIJCOSX wB97M-V def2-TZVPD def2/J DEFGRID3
* xyz 0 1
C 1.68 0.84 -0.14
O 1.12 -0.45 0.01
C 0.54 -1.09 -1.23
C -0.53 -0.69 0.48
O -0.45 0.11 1.64
C -1.75 -0.11 -0.23
O -1.53 1.24 -0.60
H 2.01 1.20 0.84
H 0.94 1.53 -0.57
H 2.54 0.74 -0.82
H 0.44 -0.28 -1.97
H 1.30 -1.80 -1.58
H -0.57 -1.75 0.71
H 0.27 -0.23 2.19
H -2.60 -0.18 0.48
H -1.97 -0.67 -1.13
H -1.38 1.72 0.23
*
```


Model b:
The following is a DFT calculation (ωB97M-V with the def2-TZVPD basis set) of 2 unconnected molecules or ions with the total composition C4H10O3.

## Properties
SMILES: O=CCCCO.O

Structure (ORCA input):
```
! RIJCOSX wB97M-V def2-TZVPD def2/J DEFGRID3
* xyz 0 1
O -1.37 -2.59 -0.55
C -1.43 -1.39 -0.51
C -0.26 -0.53 -0.93
C -0.41 0.97 -0.63
C 0.50 1.70 0.44
O -0.10 3.01 0.46
H -2.37 -0.89 -0.21
H 0.70 -0.92 -0.61
H -0.21 -0.61 -2.02
H -1.38 1.20 -0.19
H -0.15 1.53 -1.53
H 1.50 1.78 0.03
H 0.45 1.15 1.37
H 0.65 3.59 0.61
O 2.27 -1.42 1.45
H 1.89 -2.09 0.89
H 2.65 -0.77 0.86
*
```


Which structure is the most stable? The one labeled model b.